No. 1
Entry from the Open Molecules 2025 dataset: a 2-piece molecular cluster, C17H29FNO3 overall in a non-equilibrium geometry (ωB97M-V with the def2-TZVPD basis set).

Last column: natural (NBO) charge in e.
Element x y z (Å)
C (3.68079, 4.04134, 0.32792)  -0.668
C (3.31365, 4.28306, -1.20614)  0.215
F (4.51745, 3.95914, -1.95169)  -0.385
C (2.19216, 3.26190, -1.75553)  -0.463
C (0.82349, 3.69478, -1.08164)  -0.022
C (0.10590, 2.71856, -0.34328)  -0.274
C (-1.25277, 3.09604, 0.40113)  0.532
O (-2.11921, 2.25244, 0.70623)  -0.540
C (-1.40574, 4.64550, 0.77883)  -0.263
C (-0.70635, 5.64534, 0.05502)  -0.232
C (0.17225, 5.12984, -1.15511)  0.493
O (0.27926, 5.88115, -2.14676)  -0.485
H (4.13534, 3.00528, 0.51135)  0.223
H (4.48137, 4.81112, 0.61110)  0.240
H (2.80325, 4.19697, 1.03273)  0.222
H (3.04008, 5.37397, -1.41392)  0.194
H (2.49053, 2.23955, -1.32988)  0.218
H (2.16734, 3.19189, -2.88572)  0.260
H (0.50502, 1.65482, -0.28109)  0.229
H (-2.09022, 4.92191, 1.64864)  0.248
H (-0.76289, 6.75055, 0.30659)  0.261
C (-2.15175, -0.76066, 0.42020)  -0.645
C (-1.97478, -2.18030, 0.93037)  -0.211
N (-1.71682, -3.22776, -0.15704)  -0.213
C (-2.95929, -3.28862, -1.04971)  -0.403
C (-1.61857, -4.62332, 0.47064)  -0.207
C (-0.43732, -4.87749, 1.38406)  -0.642
C (-0.53961, -2.89366, -1.09718)  -0.233
C (0.82561, -2.61341, -0.46263)  -0.086
O (0.76676, -1.48516, 0.39695)  -0.562
C (1.58245, -1.58306, 1.56151)  -0.253
H (-3.02949, -0.65543, -0.22065)  0.215
H (-2.30134, -0.09274, 1.27095)  0.273
H (-1.28951, -0.38850, -0.12823)  0.236
H (-2.88763, -2.49301, 1.44887)  0.218
H (-1.16630, -2.23220, 1.65140)  0.228
H (-3.82527, -3.49538, -0.41883)  0.233
H (-2.81704, -4.08952, -1.77827)  0.228
H (-3.07646, -2.33893, -1.56570)  0.237
H (-1.61339, -5.34356, -0.35169)  0.224
H (-2.54508, -4.76451, 1.03411)  0.226
H (0.45563, -5.14127, 0.81634)  0.220
H (-0.64693, -5.75296, 2.00657)  0.256
H (-0.20830, -4.05378, 2.05894)  0.224
H (-0.85166, -2.01609, -1.66699)  0.236
H (-0.45529, -3.73747, -1.78755)  0.232
H (1.52499, -2.37322, -1.26965)  0.211
H (1.22987, -3.48951, 0.03843)  0.190
H (2.26030, -2.43801, 1.54709)  0.185
H (0.92951, -1.65705, 2.43224)  0.175
H (2.16602, -0.66851, 1.65664)  0.206

Properties
M = 314.421 g/mol
Energy = -1045.1305 hartree
Orbital gap = 8.8 eV
Charge = +1



No. 2
Entry from the Open Molecules 2025 dataset: C14H17ClN2OS as an isolated structure in a non-equilibrium geometry (ωB97M-V with the def2-TZVPD basis set).

Last column: natural (NBO) charge in e.
Element x y z (Å)
C (-4.55943, -2.23929, 1.10835)  -0.424
C (-3.15672, -2.36357, 0.82412)  -0.174
C (-2.44309, -1.80789, -0.43769)  -0.267
N (-1.47012, -1.00996, -0.12119)  -0.458
C (-0.19996, -1.51539, -0.39496)  0.174
S (0.12937, -2.99360, -0.53908)  -0.054
N (0.59283, -0.46267, 0.07017)  -0.629
C (2.04900, -0.29212, -0.16972)  0.033
C (2.85138, -1.39144, -0.22176)  -0.210
C (4.31791, -1.29068, -0.06768)  -0.104
C (4.78305, 0.20616, 0.10647)  -0.188
C (3.90791, 1.21315, 0.07077)  -0.323
C (2.66248, 0.79093, -0.00440)  0.355
O (1.75832, 2.09813, 0.22568)  -0.589
C (2.22263, 3.29934, 0.23861)  -0.137
H (2.79235, 3.59011, -0.34778)  0.122
H (2.83246, 3.24277, 1.35210)  0.093
H (1.31764, 3.90471, 0.49323)  0.196
H (4.56418, 2.19763, 0.22569)  0.279
H (5.88225, 0.17239, 0.25410)  0.221
Cl (5.25258, -2.63844, -0.25138)  0.088
H (2.36919, -2.30665, -0.08800)  0.247
H (0.30745, 0.71715, 0.04516)  0.445
C (-2.03680, 0.39269, 0.49106)  -0.187
C (-2.11850, 1.44292, -1.09848)  -0.042
C (-3.17843, 1.83676, -1.23355)  -0.392
H (-3.32773, 2.27881, -2.08061)  0.192
H (-4.13571, 1.80094, -0.70590)  0.204
H (-1.29597, 1.41870, -1.31789)  0.144
H (-1.25461, 0.72151, 1.13560)  0.201
H (-2.93307, 0.32377, 0.75419)  0.172
H (-2.18825, -2.78932, -1.03798)  0.258
H (-3.26674, -1.36469, -1.07705)  0.184
H (-2.69142, -2.92212, 1.55669)  0.193
H (-5.11908, -2.65800, 1.92641)  0.204
H (-5.21737, -1.60278, 0.31670)  0.174

Properties
M = 296.823 g/mol
Energy = -1586.1961 hartree
Orbital gap = 8.9 eV
Energy relative to the best compared isomer or geometry (same formula, charge and spin) = 1708.1 kJ/mol



No. 3
Entry from the Open Molecules 2025 dataset: a 5-piece molecular cluster, C22H56N4O5 overall in a non-equilibrium geometry (ωB97M-V with the def2-TZVPD basis set).

Last column: Mulliken charge in e.
Element x y z (Å)
C (-25.31354, -7.61681, -33.72061)  -1.935
C (-24.13573, -8.24671, -32.94310)  1.823
C (-23.97922, -7.51308, -31.61018)  -1.601
C (-24.56999, -9.70518, -32.71900)  -1.336
C (-23.42206, -10.58580, -32.17314)  -0.617
C (-22.24245, -10.46728, -33.13477)  -1.283
C (-21.77274, -9.02421, -33.42351)  1.374
C (-21.01730, -8.50140, -32.17876)  -1.418
C (-20.76925, -9.12558, -34.57839)  -1.891
N (-22.93100, -8.23188, -33.76864)  0.101
O (-22.65661, -6.93735, -34.27065)  -0.359
H (-25.55050, -8.20240, -34.60891)  0.396
H (-26.22777, -7.64885, -33.12660)  0.444
H (-25.05645, -6.58619, -33.96086)  0.356
H (-23.59671, -8.16923, -30.82971)  0.333
H (-23.30168, -6.65540, -31.67215)  0.290
H (-24.91742, -7.04572, -31.30368)  0.318
H (-25.42061, -9.71529, -32.03931)  0.408
H (-24.76939, -10.17954, -33.68141)  0.421
H (-23.14043, -10.28418, -31.16251)  0.311
H (-23.80030, -11.60885, -32.16411)  0.386
H (-22.40364, -11.03945, -34.05279)  0.454
H (-21.42347, -11.04530, -32.68710)  0.363
H (-20.70224, -7.45862, -32.33481)  0.342
H (-20.03121, -8.96414, -32.07144)  0.435
H (-21.53983, -8.58122, -31.23156)  0.305
H (-20.42878, -8.11740, -34.82284)  0.359
H (-21.24407, -9.61240, -35.42645)  0.439
H (-19.90561, -9.69186, -34.23629)  0.405
H (-21.96589, -6.58290, -33.68090)  0.365
C (-30.30779, -3.95915, -29.22736)  -0.711
O (-29.38234, -4.84255, -29.81333)  -0.324
C (-28.04471, -4.64335, -29.41215)  -0.555
C (-27.46275, -3.32008, -29.88518)  0.660
C (-27.64585, -3.11488, -31.38492)  -1.076
N (-26.03165, -3.23590, -29.59445)  -0.581
H (-29.99279, -2.91049, -29.29339)  0.295
H (-30.42461, -4.15624, -28.15753)  0.307
H (-31.23792, -4.01764, -29.78401)  0.269
H (-27.96319, -4.84556, -28.33663)  0.386
H (-27.45014, -5.43337, -29.88246)  0.078
H (-27.95604, -2.50313, -29.33826)  0.134
H (-27.41435, -2.10189, -31.72017)  0.319
H (-28.64213, -3.41992, -31.70437)  0.393
H (-26.94461, -3.72831, -31.95708)  0.073
H (-25.85567, -3.22369, -28.59115)  0.258
H (-25.63263, -2.35593, -29.90383)  0.072
C (-27.32323, -3.08850, -37.31531)  -0.588
O (-26.34947, -3.38251, -38.30595)  -0.394
C (-25.02284, -3.34649, -37.82535)  -0.602
C (-24.48437, -1.89361, -37.75802)  0.675
C (-24.36313, -1.25389, -39.13007)  -1.511
N (-23.14032, -1.86334, -37.14633)  -0.721
H (-27.11150, -3.53373, -36.33794)  0.207
H (-28.27688, -3.40080, -37.72799)  0.265
H (-27.30429, -2.00260, -37.15114)  0.258
H (-24.92687, -3.83080, -36.84970)  0.200
H (-24.37371, -3.87374, -38.52820)  0.387
H (-25.16317, -1.31286, -37.13139)  0.196
H (-25.26454, -1.46923, -39.71474)  0.353
H (-23.52018, -1.59741, -39.73518)  0.345
H (-24.21218, -0.17832, -39.03861)  0.344
H (-22.53978, -2.47316, -37.68968)  0.304
H (-23.23009, -2.22564, -36.19640)  0.438
C (-22.77828, -0.77514, -29.31042)  -0.687
O (-22.68041, -0.01079, -30.48568)  -0.387
C (-23.88569, 0.10585, -31.19717)  0.258
C (-23.60771, 0.66860, -32.57384)  0.363
C (-24.90967, 0.95994, -33.30751)  -1.408
N (-22.82854, -0.32981, -33.33109)  -0.654
H (-21.75329, -0.83760, -28.93992)  0.284
H (-23.22389, -1.76276, -29.46021)  0.259
H (-23.32964, -0.27354, -28.50235)  0.302
H (-24.33664, -0.88863, -31.36285)  -0.701
H (-24.66827, 0.65705, -30.65866)  0.435
H (-23.02135, 1.58362, -32.42494)  0.321
H (-25.32077, 1.88008, -32.88766)  0.457
H (-25.62784, 0.14569, -33.21206)  0.192
H (-24.69567, 1.11555, -34.36447)  0.399
H (-21.90213, -0.31634, -32.90643)  0.202
H (-22.69011, -0.05819, -34.30216)  0.269
C (-24.53553, -3.48515, -33.43129)  0.709
O (-23.81623, -2.73382, -34.40790)  -0.650
H (-24.10334, -4.45856, -33.20484)  -0.119
H (-24.61986, -2.84569, -32.54853)  -0.423
H (-25.53124, -3.57744, -33.87180)  0.008
H (-23.37163, -1.95588, -33.99797)  0.429

Properties
M = 456.713 g/mol
Energy = -1466.9162 hartree
Orbital gap = 8.7 eV
Energy relative to the best compared isomer or geometry (same formula, charge and spin) = 53.3 kJ/mol